[1]
DFT (wB97M-V/def2-TZVPD) results for a 2-piece molecular cluster, CH3BrOS overall at a distorted geometry.

Output
E_HOMO (alpha / beta) = -0.298 / -0.297 hartree
LUMO energy (alpha / beta) = -0.72 / -0.81 eV
Energy above the lowest of the compared OMol25 structures with the same formula, charge and spin = 202.30 kJ/mol
HOMO-LUMO gap (alpha / beta) = 0.2717 / 0.2678 Ha
E_tot = -3087.2360 hartree

Positions of all 7 atoms, in Å:
Br1 3.220 -0.254 0.551
S1 1.812 0.726 -0.627
O1 -1.435 -0.888 -0.238
C1 -0.625 0.069 0.110
H1 -0.357 -0.068 1.266
H2 -1.895 -0.739 -1.078
H3 -0.720 1.153 0.015

***

[2]
DFT (wB97M-V/def2-TZVPD) results for C26H30F18N13O12S6Zn as an isolated structure at a distorted geometry.

Output
Net charge = -1
E_HOMO = -0.278 hartree
LUMO energy = 0.94 eV
Energy above the lowest of the compared OMol25 structures with the same formula, charge and spin = 150.68 kJ/mol
HOMO-LUMO gap = 0.3120 Ha
E_tot = -8589.5063 hartree

Positions of all 106 atoms, in Å:
Zn1 0.529 -0.788 1.801
S1 -5.623 -2.969 -4.150
S2 1.938 -1.978 4.413
S3 -0.025 1.154 -0.985
S4 -6.182 -5.221 -2.950
S5 1.075 2.126 1.165
S6 -0.149 -0.309 4.943
F1 2.940 0.457 4.705
F2 -2.546 -0.974 5.771
F3 -0.555 -1.409 -0.936
F4 3.589 1.856 1.865
F5 0.961 -0.831 -2.362
F6 3.300 1.428 -0.238
F7 -3.196 -4.116 -4.018
F8 3.202 3.461 0.449
F9 3.830 -1.020 6.021
F10 -3.455 -2.677 -5.600
F11 -5.357 -7.618 -2.233
F12 -3.277 -1.983 -3.568
F13 -1.825 -2.157 4.105
F14 4.308 -0.979 3.897
F15 -1.070 -2.507 6.097
F16 -6.711 -7.637 -3.932
F17 -4.646 -7.021 -4.176
F18 -1.123 -0.400 -2.767
O1 -0.897 0.770 4.388
O2 -5.979 -2.336 -2.914
O3 0.481 3.331 0.690
O4 0.991 1.872 -1.691
O5 -7.521 -5.263 -2.445
O6 -5.142 -4.885 -2.004
O7 1.074 2.042 2.596
O8 1.504 -2.622 5.602
O9 2.420 -2.843 3.380
O10 0.536 -0.064 6.161
O11 -1.333 1.727 -0.961
O12 -6.089 -2.259 -5.310
N1 -4.734 4.329 3.427
N2 1.829 5.122 3.125
N3 0.475 0.706 0.508
N4 -0.182 -2.700 1.242
N5 0.770 -0.973 3.762
N6 -1.843 -0.302 1.866
N7 8.333 2.614 3.799
N8 2.669 -1.045 1.315
N9 -0.510 2.524 -5.438
N10 -6.030 -4.529 -4.382
N11 4.639 3.023 -2.939
N12 1.478 -3.372 -5.725
N13 3.403 7.009 -0.673
C1 -3.754 4.521 2.858
C2 7.528 1.819 3.640
C3 2.687 6.209 -1.083
C4 4.702 -2.165 0.161
C5 -1.484 -1.570 5.257
C6 -3.766 -2.970 -4.333
C7 -0.211 -0.482 -1.827
C8 -2.508 4.748 2.150
C9 2.581 2.397 -4.411
C10 -0.476 -3.766 0.999
C11 -0.914 -5.093 0.659
C12 3.733 2.727 -3.573
C13 -2.632 2.369 -3.949
C14 1.494 4.447 3.989
C15 -5.694 -6.971 -3.366
C16 -2.877 -0.679 1.557
C17 6.522 0.799 3.338
C18 1.707 5.276 -1.584
C19 -4.222 -1.102 1.229
C20 -1.453 2.450 -4.790
C21 1.014 -2.323 -5.822
C22 3.356 -0.801 4.815
C23 0.483 -0.985 -5.970
C24 3.559 -1.539 0.811
C25 2.931 2.216 0.766
C26 1.039 3.633 5.108
H1 -3.432 3.026 -4.276
H2 -0.643 -5.355 -0.358
H3 -0.136 -0.907 -6.864
H4 4.447 -3.144 -0.228
H5 -4.222 -1.952 0.547
H6 4.964 -1.507 -0.674
H7 6.367 0.740 2.263
H8 -0.056 3.641 5.070
H9 -2.352 2.662 -2.938
H10 -0.013 -0.628 -5.076
H11 0.799 5.479 -1.006
H12 -2.003 -5.152 0.783
H13 -0.625 -5.858 1.381
H14 1.341 4.108 6.038
H15 -2.977 1.336 -3.942
H16 -1.660 4.423 2.754
H17 1.291 -0.289 -6.214
H18 6.922 -0.147 3.700
H19 -4.759 -1.328 2.145
H20 5.538 -2.188 0.856
H21 1.419 5.545 -2.601
H22 2.562 1.321 -4.575
H23 2.609 2.962 -5.339
H24 5.588 1.044 3.827
H25 1.661 2.664 -3.897
H26 1.950 4.228 -1.496
H27 -2.477 5.807 1.882
H28 -4.710 -0.307 0.664
H29 -2.314 4.270 1.187
H30 1.301 2.583 5.064

***

[3]
DFT (wB97M-V/def2-TZVPD) results for a 3-piece molecular cluster, C32H61BN3O13P3S overall at a distorted geometry.

Output
SMILES string = CCCOCc1cc2nc(COCC)c(B(O)N(C)C)nc2c([PH2]=S)c1COC(C)=O.CCOP(=O)(OCC)OCC.CCOP(=O)(OCC)OCC
E_HOMO = -0.303 hartree
LUMO energy = -1.97 eV
HOMO-LUMO gap = 0.2306 Ha
E_tot = -3844.6815 hartree

Positions of all 114 atoms, in Å:
S1 -3.521 5.396 -4.458
P1 -2.200 -6.347 2.885
P2 5.833 3.833 3.293
P3 -2.230 5.766 -3.004
O1 -0.861 -5.949 1.865
O2 1.877 4.902 -3.946
O3 6.195 2.951 4.737
O4 6.533 2.560 2.478
O5 2.897 1.079 -1.230
O6 0.674 6.294 -5.492
O7 -4.329 -1.999 -0.422
O8 5.510 4.623 2.001
O9 -3.124 -5.594 1.735
O10 -2.171 -7.839 2.146
O11 7.243 4.646 3.600
O12 -3.398 -6.703 3.799
O13 -6.844 3.532 -1.295
N1 -3.932 3.084 -2.049
N2 -2.574 0.219 -0.996
N3 -7.423 1.065 -1.992
C1 -0.165 1.374 -1.329
C2 0.187 4.057 -2.290
C3 -3.589 -4.287 2.000
C4 -1.834 1.456 -1.422
C5 0.613 -7.512 0.806
C6 5.940 2.083 1.279
C7 -1.452 4.117 -2.382
C8 5.151 -0.882 -1.310
C9 -5.194 -3.567 -2.345
C10 6.770 2.524 0.088
C11 1.222 5.276 -2.662
C12 -2.505 -3.267 1.709
C13 0.341 -6.680 2.048
C14 0.246 3.695 -5.821
C15 -5.069 -0.720 -0.654
C16 -2.369 -9.012 2.922
C17 6.948 5.868 5.654
C18 -4.749 1.904 -1.597
C19 0.928 5.024 -5.071
C20 6.586 0.593 4.882
C21 -8.179 0.806 -0.671
C22 4.268 -0.633 -2.674
C23 -3.998 -2.629 -1.729
C24 -3.755 -9.571 2.658
C25 -4.043 0.522 -1.106
C26 -2.451 2.861 -1.959
C27 7.161 5.943 4.155
C28 2.465 2.460 -1.544
C29 -8.416 1.525 -3.038
C30 2.885 0.231 -2.436
C31 0.832 2.624 -1.720
C32 5.548 1.701 4.918
B1 -6.409 2.131 -1.626
H1 4.901 2.413 1.188
H2 6.325 2.178 -0.850
H3 -3.585 -1.841 -2.524
H4 7.010 6.862 6.106
H5 1.150 -5.959 2.192
H6 0.503 2.702 -5.246
H7 -3.868 -9.826 1.599
H8 0.287 -7.309 2.942
H9 0.735 6.344 -2.691
H10 4.774 1.544 4.161
H11 0.590 -6.885 -0.092
H12 -4.534 -8.837 2.887
H13 -5.482 -3.159 -3.428
H14 2.021 -0.572 -2.293
H15 -3.935 -4.205 3.036
H16 -1.615 -9.744 2.615
H17 -0.918 3.818 -5.983
H18 -6.183 -3.589 -1.719
H19 2.081 5.332 -1.843
H20 6.360 6.516 3.675
H21 -5.738 -0.404 0.256
H22 0.377 0.380 -0.951
H23 7.697 5.218 6.120
H24 -3.077 -3.356 -1.514
H25 7.396 0.798 5.591
H26 5.926 0.989 1.328
H27 5.062 1.718 5.898
H28 -5.726 -0.926 -1.629
H29 7.051 0.516 3.894
H30 6.866 3.614 0.047
H31 -9.098 1.534 -0.531
H32 3.965 -1.710 -3.073
H33 -1.673 -3.374 2.413
H34 -0.153 -8.281 0.668
H35 0.745 3.651 -6.896
H36 -4.833 -4.688 -2.537
H37 7.787 2.123 0.162
H38 -2.096 -3.412 0.704
H39 5.966 5.444 5.886
H40 -2.897 -2.250 1.791
H41 -4.447 -4.105 1.348
H42 5.799 -1.868 -1.480
H43 8.105 6.451 3.944
H44 3.003 2.786 -2.533
H45 4.917 -0.108 -3.515
H46 -1.225 6.640 -3.606
H47 2.583 0.829 -3.422
H48 4.510 -1.022 -0.332
H49 5.946 -0.006 -1.226
H50 -2.212 -8.817 3.987
H51 2.883 3.161 -0.672
H52 -3.936 -10.469 3.256
H53 -8.434 -0.325 -0.505
H54 1.585 -8.006 0.871
H55 -9.253 2.260 -2.610
H56 -7.008 3.929 -2.221
H57 -7.404 1.112 0.183
H58 6.137 -0.373 5.124
H59 -9.023 0.565 -3.399
H60 -7.911 1.956 -4.017
H61 -2.850 6.508 -1.921

***

[4]
DFT (wB97M-V/def2-TZVPD) results for an isolated ion of composition C4H8NO and charge +1 at a distorted geometry.

Output
Net charge = +1
E_HOMO (alpha / beta) = -0.400 / -0.616 hartree
LUMO energy (alpha / beta) = -3.77 / -8.63 eV
Energy above the lowest of the compared OMol25 structures with the same formula, charge and spin = 103.32 kJ/mol
2S+1 = 3
HOMO-LUMO gap (alpha / beta) = 0.2612 / 0.2985 Ha
E_tot = -286.7420 hartree

Positions of all 14 atoms, in Å:
O1 -2.095 1.136 -0.532
N1 0.151 -0.684 0.717
C1 0.751 -0.034 -0.165
C2 -1.223 -0.934 0.435
C3 -2.102 -0.118 -0.075
C4 2.151 0.597 -0.178
H1 -1.478 -2.015 0.655
H2 2.561 1.164 0.657
H3 2.094 1.178 -1.139
H4 2.830 -0.202 -0.361
H5 0.396 -0.912 1.728
H6 -1.232 1.434 -0.625
H7 -3.029 -0.547 0.004
H8 0.226 -0.064 -1.119

***

[5]
DFT (wB97M-V/def2-TZVPD) results for C34H60CoN2O2Si as an isolated structure at a distorted geometry.

Output
Net charge = +1
E_HOMO (alpha / beta) = -0.419 / -0.419 hartree
LUMO energy (alpha / beta) = -3.04 / -5.06 eV
Energy above the lowest of the compared OMol25 structures with the same formula, charge and spin = 0.00 kJ/mol
2S+1 = 5
HOMO-LUMO gap (alpha / beta) = 0.3070 / 0.2328 Ha
E_tot = -3263.4768 hartree

Positions of all 100 atoms, in Å:
Co1 -0.262 0.400 2.195
Si1 2.486 2.472 -2.600
O1 1.522 -1.547 -1.258
O2 0.924 -0.155 -3.987
N1 -1.738 1.452 1.994
N2 -0.960 -0.669 3.526
C1 -3.583 2.830 2.822
C2 -2.589 1.723 2.996
C3 1.342 1.389 -1.582
C4 2.707 -1.718 -0.470
C5 0.927 -3.822 4.173
C6 -2.577 1.255 -0.301
C7 2.682 4.112 -1.697
C8 -2.279 3.085 -1.871
C9 1.882 -0.893 -4.761
C10 -0.167 0.421 -4.740
C11 0.176 -3.431 -1.936
C12 -2.057 -0.909 5.710
C13 -1.819 -0.165 4.431
C14 -2.807 1.834 -1.552
C15 -2.928 -2.629 2.669
C16 -1.512 3.776 -0.931
C17 1.859 2.948 -4.307
C18 -1.848 1.982 0.667
C19 2.661 -2.571 0.793
C20 -0.605 -2.055 3.554
C21 1.523 -1.490 4.829
C22 0.325 -2.295 -0.944
C23 -1.275 3.233 0.335
C24 0.044 -4.766 3.639
C25 -2.562 0.981 4.179
C26 4.161 1.652 -2.853
C27 -0.406 3.965 1.313
C28 -1.466 -0.319 -4.482
C29 1.558 1.010 2.177
C30 -1.190 -4.362 3.124
C31 -1.545 -3.013 3.108
C32 1.284 -2.064 -5.522
C33 -3.131 -0.104 0.018
C34 0.607 -2.464 4.153
H1 -2.337 -0.868 0.116
H2 3.472 -2.117 -1.165
H3 2.267 0.281 2.594
H4 0.739 -2.743 -4.855
H5 -0.076 4.912 0.864
H6 -3.393 -3.493 2.172
H7 -3.436 1.287 -2.266
H8 2.261 -1.084 4.125
H9 3.012 -0.700 -0.194
H10 0.307 -5.821 3.644
H11 -1.366 -1.373 -4.776
H12 4.040 0.658 -3.303
H13 -2.923 -1.796 1.952
H14 1.545 1.915 2.812
H15 1.020 3.653 -4.220
H16 -1.141 -1.311 6.158
H17 0.334 -2.644 0.114
H18 0.297 1.549 -1.878
H19 -0.517 -1.578 -1.065
H20 -0.941 4.212 2.242
H21 -3.585 -2.345 3.511
H22 4.791 2.257 -3.525
H23 1.872 -4.144 4.619
H24 -4.252 2.675 1.962
H25 -2.504 -0.219 6.436
H26 -2.775 -1.732 5.584
H27 0.976 -0.653 5.283
H28 -1.894 -5.099 2.726
H29 2.387 -0.194 -5.454
H30 -3.266 1.269 4.950
H31 2.657 3.426 -4.894
H32 -0.280 1.471 -4.412
H33 1.951 -2.199 1.551
H34 3.608 4.609 -2.025
H35 -3.729 -0.101 0.943
H36 0.498 3.395 1.580
H37 -3.097 3.811 2.711
H38 2.093 -2.003 5.618
H39 0.068 0.428 -5.824
H40 -0.693 -4.054 -1.693
H41 1.537 0.291 -1.688
H42 2.722 3.974 -0.608
H43 0.610 -1.705 -6.310
H44 -3.787 -0.429 -0.803
H45 2.451 -3.627 0.567
H46 2.626 -1.245 -4.030
H47 -2.477 3.522 -2.856
H48 3.650 -2.528 1.273
H49 1.444 1.657 -0.524
H50 -4.204 2.870 3.721
H51 2.089 -2.639 -5.992
H52 1.525 2.074 -4.873
H53 1.898 1.276 1.166
H54 0.054 -2.991 -2.940
H55 -2.268 0.135 -5.076
H56 1.062 -4.083 -1.934
H57 -1.725 -0.245 -3.417
H58 1.835 4.775 -1.932
H59 -1.088 4.759 -1.176
H60 4.692 1.541 -1.897